No. 1
{"formula": "C54H58N5O3P2STeTl", "method": "the ωB97M-V functional and the def2-TZVPD basis", "symbols": ["Tl", "O", "C", "O", "C", "C", "C", "N", "C", "C", "C", "C", "C", "C", "C", "N", "C", "C", "C", "C", "C", "N", "H", "H", "H", "H", "H", "H", "H", "H", "H", "H", "C", "P", "C", "C", "C", "P", "C", "C", "H", "H", "H", "H", "H", "H", "H", "H", "H", "H", "H", "H", "H", "H", "H", "H", "C", "C", "C", "C", "C", "C", "Te", "N", "C", "O", "C", "C", "C", "C", "C", "C", "C", "C", "C", "C", "C", "C", "C", "C", "C", "C", "C", "C", "H", "H", "H", "H", "H", "H", "H", "H", "H", "H", "H", "H", "H", "H", "H", "H", "H", "H", "H", "H", "H", "H", "H", "H", "H", "H", "H", "S", "C", "N", "C", "C", "C", "C", "C", "C", "H", "H", "H", "H", "H"], "xyz": [[-1.091, -0.649, 1.737], [-0.601, 5.952, 5.895], [-1.226, 5.875, 4.822], [-1.812, 6.747, 4.158], [-1.269, 4.455, 4.204], [-1.903, 4.210, 2.997], [-1.925, 2.918, 2.481], [-1.356, 1.886, 3.103], [-0.786, 2.111, 4.286], [-0.711, 3.371, 4.864], [-0.284, 0.921, 5.033], [0.825, 1.025, 5.873], [1.221, -0.079, 6.604], [0.499, -1.256, 6.484], [-0.578, -1.269, 5.613], [-0.968, -0.219, 4.899], [-2.680, 2.619, 1.226], [-2.916, 3.617, 0.282], [-3.719, 3.334, -0.807], [-4.259, 2.064, -0.932], [-3.926, 1.119, 0.024], [-3.154, 1.379, 1.077], [-2.388, 5.043, 2.509], [-0.265, 3.546, 5.833], [1.367, 1.959, 5.936], [2.086, -0.023, 7.254], [0.769, -2.146, 7.038], [-1.156, -2.177, 5.471], [-2.469, 4.593, 0.403], [-3.916, 4.095, -1.552], [-4.893, 1.795, -1.764], [-4.264, 0.093, -0.071], [-4.657, -2.857, 1.655], [-2.907, -3.358, 1.859], [-3.056, -4.416, 3.367], [-2.803, -4.665, 0.561], [-1.388, -5.164, 0.274], [-0.094, -3.870, -0.051], [1.367, -4.994, 0.071], [-0.134, -3.732, -1.886], [-5.341, -3.697, 1.803], [-4.771, -2.463, 0.646], [-4.902, -2.065, 2.363], [-3.877, -5.134, 3.291], [-3.219, -3.786, 4.243], [-2.127, -4.968, 3.527], [-3.230, -4.219, -0.338], [-3.434, -5.506, 0.870], [-1.402, -5.856, -0.575], [-1.016, -5.735, 1.133], [1.266, -5.858, -0.593], [1.498, -5.353, 1.093], [2.266, -4.443, -0.206], [-0.511, -4.649, -2.346], [0.885, -3.555, -2.234], [-0.740, -2.889, -2.204], [3.368, 6.702, -3.968], [2.628, 5.496, -3.455], [3.198, 4.645, -2.519], [2.524, 3.531, -2.030], [3.215, 2.692, -0.988], [1.232, 3.233, -2.496], [0.083, 1.574, -1.592], [-1.156, -0.334, -1.123], [-2.197, -1.043, -1.434], [-2.700, -1.904, -0.648], [-2.832, -0.916, -2.802], [-3.467, -2.039, -3.323], [-4.063, -1.996, -4.575], [-4.046, -0.820, -5.314], [-3.427, 0.307, -4.793], [-2.816, 0.255, -3.548], [1.408, 0.127, -2.417], [2.214, -0.656, -1.587], [2.285, -0.514, -0.091], [3.014, -1.650, -2.157], [3.026, -1.894, -3.517], [3.880, -2.980, -4.114], [2.214, -1.105, -4.324], [1.407, -0.103, -3.802], [0.538, 0.680, -4.748], [0.644, 4.096, -3.431], [-0.740, 3.890, -4.000], [1.349, 5.205, -3.896], [4.332, 6.811, -3.472], [2.797, 7.616, -3.797], [3.550, 6.627, -5.042], [4.194, 4.862, -2.146], [4.205, 3.093, -0.770], [3.328, 1.660, -1.318], [2.642, 2.674, -0.058], [-3.492, -2.939, -2.723], [-4.546, -2.880, -4.972], [-4.513, -0.784, -6.290], [-3.413, 1.231, -5.358], [-2.327, 1.130, -3.142], [1.924, 0.455, 0.250], [3.313, -0.643, 0.253], [1.673, -1.281, 0.392], [3.643, -2.246, -1.503], [4.462, -3.488, -3.345], [4.575, -2.575, -4.851], [3.267, -3.728, -4.621], [2.199, -1.280, -5.396], [0.616, 0.275, -5.757], [0.832, 1.730, -4.772], [-0.510, 0.639, -4.440], [-1.279, 3.098, -3.489], [-0.689, 3.627, -5.060], [-1.327, 4.808, -3.920], [0.875, 5.861, -4.621], [2.824, -4.086, 3.819], [1.361, -3.302, 3.303], [1.410, -2.031, 3.152], [2.684, -1.561, 3.435], [3.071, -0.223, 3.362], [4.370, 0.106, 3.679], [5.288, -0.881, 4.068], [4.920, -2.209, 4.145], [3.604, -2.540, 3.824], [0.464, -3.881, 3.128], [2.350, 0.526, 3.063], [4.688, 1.139, 3.628], [6.304, -0.597, 4.311], [5.631, -2.966, 4.446]], "mulliken_spin": [0.05, 0.00, 0.00, 0.00, 0.00, 0.00, 0.00, 0.00, 0.00, 0.00, 0.00, 0.00, 0.00, 0.00, 0.00, 0.00, 0.00, -0.01, 0.01, -0.01, 0.01, 0.00, 0.00, 0.00, 0.00, 0.00, 0.00, 0.00, 0.00, 0.00, 0.00, 0.00, 0.00, 0.00, 0.00, 0.00, 0.00, 0.00, 0.00, -0.01, 0.00, 0.00, 0.00, 0.00, 0.00, 0.00, 0.00, 0.00, 0.00, 0.00, 0.00, 0.00, 0.00, 0.00, 0.00, 0.00, 0.00, 0.00, 0.00, -0.03, 0.01, 0.06, 0.09, 0.86, -0.11, 0.05, 0.02, -0.01, 0.00, 0.00, 0.00, -0.03, 0.03, -0.02, 0.00, 0.00, 0.00, 0.00, 0.01, -0.02, 0.03, -0.03, 0.00, 0.01, 0.00, 0.00, 0.00, 0.00, 0.00, 0.00, 0.00, 0.00, 0.00, 0.00, 0.00, 0.01, 0.01, 0.00, 0.00, 0.00, 0.00, 0.00, 0.00, 0.00, 0.00, 0.00, -0.01, 0.01, 0.00, 0.00, 0.00, 0.00, 0.00, 0.00, 0.00, 0.00, 0.00, 0.00, 0.00, 0.00, 0.00, 0.00, 0.00, 0.00, 0.00], "lumo_energy_ha": [0.0643, 0.0618], "gap_ev": [6.869, 7.058], "homo_energy_ha": [-0.1882, -0.1976], "charge": -1, "multiplicity": 2}

=====

No. 2
{"formula": "C31H84HgN7O8", "method": "the ωB97M-V functional and the def2-TZVPD basis", "symbols": ["Hg", "C", "C", "C", "O", "H", "H", "H", "H", "H", "H", "H", "C", "C", "C", "O", "C", "N", "H", "H", "H", "H", "H", "H", "H", "H", "H", "H", "H", "C", "C", "C", "O", "C", "N", "H", "H", "H", "H", "H", "H", "H", "H", "H", "H", "H", "C", "C", "C", "O", "C", "N", "H", "H", "H", "H", "H", "H", "H", "H", "H", "H", "H", "C", "C", "C", "O", "C", "N", "H", "H", "H", "H", "H", "H", "H", "H", "H", "H", "H", "C", "C", "C", "O", "C", "N", "H", "H", "H", "H", "H", "H", "H", "H", "H", "H", "H", "C", "C", "C", "O", "C", "N", "H", "H", "H", "H", "H", "H", "H", "H", "H", "H", "H", "C", "C", "C", "O", "C", "N", "H", "H", "H", "H", "H", "H", "H", "H", "H", "H", "H"], "xyz": [[3.923, 1.296, -4.256], [0.601, 1.023, 1.805], [-0.255, 0.820, 0.448], [-1.697, 1.326, 0.564], [0.395, 1.351, -0.696], [1.644, 0.726, 1.696], [0.118, 0.410, 2.566], [0.548, 2.054, 2.154], [-0.389, -0.253, 0.308], [-2.310, 1.076, -0.301], [-1.726, 2.414, 0.631], [-2.194, 0.860, 1.415], [5.774, -4.175, -1.987], [5.527, -2.626, -1.991], [6.613, -1.795, -1.329], [6.333, -0.414, -1.495], [6.985, 0.405, -0.533], [5.292, -2.247, -3.350], [6.632, -4.525, -2.561], [4.942, -4.845, -2.203], [5.865, -4.491, -0.948], [4.644, -2.443, -1.378], [7.586, -2.008, -1.773], [6.752, -2.146, -0.306], [6.690, 1.403, -0.855], [8.053, 0.262, -0.702], [6.651, 0.212, 0.486], [6.151, -2.473, -3.831], [4.738, -2.998, -3.736], [-0.529, -6.650, -6.814], [0.268, -5.641, -5.880], [-0.187, -5.794, -4.421], [-0.022, -7.106, -3.844], [-0.376, -7.066, -2.519], [1.641, -6.007, -6.077], [-0.387, -7.661, -6.433], [-0.324, -6.685, -7.884], [-1.574, -6.343, -6.756], [0.098, -4.619, -6.218], [-1.216, -5.440, -4.357], [0.383, -5.030, -3.893], [-1.092, -6.279, -2.284], [0.491, -7.067, -1.858], [-0.972, -7.942, -2.265], [1.646, -7.007, -5.936], [1.813, -5.922, -7.069], [-5.769, -6.976, 4.651], [-6.687, -7.317, 3.516], [-6.340, -6.492, 2.276], [-6.599, -5.096, 2.476], [-6.566, -4.232, 1.324], [-6.552, -8.717, 3.223], [-5.781, -7.635, 5.519], [-6.118, -5.989, 4.957], [-4.727, -6.846, 4.360], [-7.706, -7.157, 3.868], [-7.038, -6.815, 1.505], [-5.309, -6.680, 1.977], [-5.733, -4.543, 0.693], [-6.469, -3.174, 1.567], [-7.500, -4.466, 0.814], [-7.056, -8.987, 2.390], [-5.557, -8.767, 3.057], [8.671, 4.214, -7.088], [7.616, 3.994, -6.004], [6.434, 4.977, -6.020], [5.587, 4.756, -4.909], [4.577, 5.714, -4.676], [7.066, 2.640, -6.131], [9.310, 3.334, -7.166], [9.250, 5.137, -7.044], [8.155, 4.298, -8.045], [8.179, 4.190, -5.092], [5.825, 4.889, -6.920], [6.797, 6.004, -5.982], [4.899, 6.667, -4.256], [3.721, 5.305, -4.138], [4.158, 5.904, -5.664], [7.753, 1.907, -6.027], [6.960, 2.624, -7.135], [-4.195, 2.040, -7.124], [-4.131, 0.543, -7.010], [-4.405, -0.237, -8.291], [-5.701, 0.031, -8.728], [-5.905, -0.022, -10.076], [-2.812, 0.107, -6.524], [-5.204, 2.411, -7.307], [-3.560, 2.367, -7.947], [-3.791, 2.572, -6.263], [-4.863, 0.230, -6.266], [-4.364, -1.322, -8.200], [-3.657, 0.018, -9.041], [-6.952, 0.192, -10.288], [-5.831, -0.998, -10.556], [-5.292, 0.743, -10.552], [-2.529, 0.493, -5.635], [-2.095, 0.416, -7.164], [-5.177, 2.370, 6.684], [-6.642, 2.469, 6.882], [-7.338, 1.322, 6.136], [-8.745, 1.429, 6.162], [-9.294, 2.300, 5.161], [-6.919, 2.318, 8.279], [-4.870, 2.202, 5.652], [-4.669, 1.646, 7.321], [-4.732, 3.333, 6.934], [-7.001, 3.434, 6.525], [-7.089, 0.351, 6.564], [-7.043, 1.309, 5.087], [-8.869, 3.301, 5.229], [-10.362, 2.268, 5.374], [-9.204, 1.988, 4.120], [-6.356, 1.583, 8.683], [-7.887, 2.037, 8.342], [6.047, 6.420, 12.534], [6.035, 7.422, 11.375], [4.739, 7.397, 10.581], [4.672, 6.185, 9.858], [3.444, 5.802, 9.306], [6.263, 8.746, 11.964], [6.008, 5.350, 12.329], [5.188, 6.550, 13.192], [6.985, 6.528, 13.079], [6.863, 7.206, 10.700], [4.658, 8.244, 9.901], [3.880, 7.443, 11.250], [2.697, 5.738, 10.097], [3.489, 4.897, 8.701], [3.170, 6.594, 8.610], [5.416, 9.029, 12.437], [6.928, 8.598, 12.710]], "lowdin_charge": [0.54, 0.00, -0.41, -0.04, 0.11, 0.08, 0.08, 0.09, 0.19, 0.09, 0.10, 0.09, -0.05, -0.43, -0.22, -0.24, -0.09, 0.05, 0.08, 0.08, 0.07, 0.14, 0.13, 0.13, 0.09, 0.09, 0.09, 0.08, 0.08, -0.06, -0.42, -0.20, -0.16, -0.15, 0.02, 0.07, 0.07, 0.07, 0.13, 0.12, 0.12, 0.08, 0.09, 0.09, 0.07, 0.07, -0.07, -0.48, -0.20, -0.21, -0.09, 0.04, 0.08, 0.08, 0.08, 0.14, 0.12, 0.12, 0.08, 0.08, 0.08, 0.07, 0.07, -0.07, -0.43, -0.21, -0.25, -0.11, 0.04, 0.08, 0.08, 0.08, 0.14, 0.13, 0.13, 0.09, 0.08, 0.08, 0.07, 0.07, -0.07, -0.43, -0.22, -0.18, -0.14, 0.02, 0.08, 0.08, 0.07, 0.14, 0.13, 0.12, 0.09, 0.09, 0.09, 0.06, 0.06, -0.08, -0.47, -0.22, -0.19, -0.09, 0.04, 0.08, 0.08, 0.08, 0.13, 0.13, 0.11, 0.08, 0.09, 0.08, 0.07, 0.07, -0.07, -0.42, -0.21, -0.20, -0.11, 0.03, 0.07, 0.08, 0.07, 0.14, 0.13, 0.12, 0.09, 0.09, 0.08, 0.07, 0.06], "lumo_energy_ha": -0.3244, "gap_ev": 1.285, "homo_energy_ha": -0.3716, "charge": 1}

=====

No. 3
{"formula": "C33H77O19P", "method": "the ωB97M-V functional and the def2-TZVPD basis", "symbols": ["C", "C", "C", "C", "C", "C", "C", "C", "O", "C", "C", "C", "O", "C", "C", "P", "O", "O", "O", "C", "C", "C", "C", "C", "C", "O", "C", "C", "O", "H", "H", "H", "H", "H", "H", "H", "H", "H", "H", "H", "H", "H", "H", "H", "H", "H", "H", "H", "H", "H", "H", "H", "H", "H", "H", "H", "H", "H", "C", "O", "H", "H", "H", "H", "C", "O", "H", "H", "H", "H", "C", "O", "H", "H", "H", "H", "C", "O", "H", "H", "H", "H", "C", "O", "H", "H", "H", "H", "C", "O", "H", "H", "H", "H", "C", "O", "H", "H", "H", "H", "C", "O", "H", "H", "H", "H", "C", "O", "H", "H", "H", "H", "C", "O", "H", "H", "H", "H", "C", "O", "H", "H", "H", "H", "C", "O", "H", "H", "H", "H"], "xyz": [[6.014, -3.106, 0.387], [6.664, -1.730, 0.189], [5.921, -0.537, 0.887], [4.464, -0.822, 1.154], [3.568, -0.514, 0.152], [2.251, -0.783, 0.319], [1.768, -1.364, 1.479], [2.657, -1.646, 2.496], [2.234, -2.194, 3.681], [4.007, -1.374, 2.326], [4.932, -1.704, 3.476], [0.317, -1.666, 1.627], [-0.164, -2.343, 2.514], [-0.626, -1.048, 0.632], [-2.086, -1.115, 1.009], [-2.803, -2.667, 0.311], [-3.564, -2.391, -0.903], [-1.562, -3.631, 0.018], [-3.733, -3.293, 1.495], [-0.173, -0.464, -0.480], [-1.074, 0.201, -1.492], [-1.211, 1.745, -1.263], [-2.652, 2.101, -0.834], [-2.765, 2.813, 0.536], [-1.876, 2.233, 1.651], [-2.646, 1.677, 2.736], [-1.792, 1.300, 3.795], [1.293, -0.424, -0.785], [1.697, -0.075, -1.885], [5.043, -3.190, -0.107], [6.649, -3.903, -0.017], [5.900, -3.294, 1.454], [7.649, -1.803, 0.658], [6.811, -1.563, -0.880], [6.472, -0.259, 1.784], [5.953, 0.297, 0.183], [3.969, -0.075, -0.753], [1.884, -1.483, 4.232], [5.724, -0.962, 3.580], [5.378, -2.691, 3.340], [4.376, -1.740, 4.410], [-2.166, -1.118, 2.098], [-2.638, -0.263, 0.627], [-1.518, -4.338, 0.684], [-3.334, -3.013, 2.333], [-0.638, -0.005, -2.472], [-2.037, -0.307, -1.482], [-0.950, 2.203, -2.218], [-0.462, 2.082, -0.543], [-3.340, 1.256, -0.843], [-3.034, 2.800, -1.571], [-3.802, 2.689, 0.868], [-2.604, 3.890, 0.490], [-1.187, 1.450, 1.319], [-1.310, 3.066, 2.085], [-0.787, 1.729, 3.713], [-1.663, 0.211, 3.871], [-2.228, 1.653, 4.734], [-5.805, 1.486, -2.450], [-4.988, 2.641, -2.667], [-5.420, 0.952, -1.585], [-6.835, 1.788, -2.260], [-5.769, 0.832, -3.323], [-5.341, 3.101, -3.433], [-1.521, 5.740, 3.642], [-1.320, 5.736, 2.232], [-2.533, 5.395, 3.840], [-0.810, 5.067, 4.132], [-1.401, 6.749, 4.044], [-0.424, 6.043, 2.069], [3.835, 3.708, 1.119], [2.721, 2.942, 1.587], [3.974, 4.552, 1.791], [4.736, 3.089, 1.124], [3.648, 4.078, 0.111], [2.613, 2.201, 0.983], [-8.255, -0.913, -3.471], [-8.604, 0.422, -3.811], [-8.073, -0.965, -2.400], [-9.073, -1.591, -3.730], [-7.348, -1.206, -4.005], [-8.759, 0.442, -4.762], [-2.791, -5.841, 4.088], [-4.100, -6.386, 3.949], [-2.378, -6.192, 5.030], [-2.156, -6.183, 3.267], [-2.842, -4.748, 4.091], [-4.456, -6.074, 3.112], [1.332, -5.308, 1.392], [0.190, -6.026, 1.871], [1.494, -4.453, 2.045], [2.211, -5.955, 1.406], [1.143, -4.953, 0.375], [0.055, -6.776, 1.285], [9.041, -5.590, -0.852], [8.583, -4.264, -1.102], [9.199, -5.698, 0.218], [8.296, -6.321, -1.180], [9.984, -5.774, -1.373], [8.448, -4.179, -2.050], [-8.384, -0.469, -8.119], [-9.056, -0.596, -6.867], [-7.544, 0.207, -7.985], [-8.014, -1.441, -8.452], [-9.059, -0.058, -8.873], [-9.796, -1.195, -6.997], [3.748, 4.591, -3.113], [4.247, 5.225, -1.942], [3.786, 3.514, -2.963], [2.713, 4.894, -3.290], [4.365, 4.857, -3.975], [4.203, 6.175, -2.097], [2.339, 8.600, -4.125], [3.192, 7.982, -3.163], [1.347, 8.167, -4.025], [2.281, 9.676, -3.947], [2.710, 8.417, -5.136], [4.064, 8.375, -3.263], [4.073, 4.044, 5.175], [4.207, 2.650, 4.920], [4.758, 4.323, 5.972], [4.321, 4.614, 4.276], [3.050, 4.270, 5.487], [3.594, 2.430, 4.210], [-5.557, -5.563, -2.242], [-5.302, -4.182, -2.436], [-5.794, -6.006, -3.207], [-4.674, -6.062, -1.829], [-6.405, -5.708, -1.565], [-5.084, -3.794, -1.581]], "lowdin_charge": [-0.10, -0.20, -0.13, -0.19, 0.02, -0.09, -0.02, -0.20, 0.05, -0.14, 0.00, -0.26, 0.10, -0.14, -0.13, 0.49, -0.25, -0.10, -0.12, -0.09, -0.11, -0.13, -0.18, -0.13, -0.21, -0.19, -0.12, -0.25, 0.11, 0.08, 0.05, 0.06, 0.10, 0.10, 0.10, 0.11, 0.14, 0.13, 0.08, 0.08, 0.08, 0.08, 0.09, 0.08, 0.06, 0.12, 0.09, 0.11, 0.11, 0.08, 0.09, 0.12, 0.10, 0.09, 0.10, 0.08, 0.07, 0.09, -0.14, -0.14, 0.07, 0.08, 0.08, 0.08, -0.15, -0.13, 0.08, 0.07, 0.07, 0.08, -0.13, -0.14, 0.07, 0.08, 0.06, 0.05, -0.16, -0.14, 0.08, 0.07, 0.08, 0.05, -0.15, -0.12, 0.08, 0.06, 0.07, 0.06, -0.13, -0.13, 0.07, 0.08, 0.08, 0.08, -0.15, -0.14, 0.08, 0.08, 0.08, 0.08, -0.14, -0.13, 0.08, 0.08, 0.08, 0.08, -0.15, -0.14, 0.07, 0.08, 0.08, 0.04, -0.14, -0.13, 0.08, 0.08, 0.08, 0.08, -0.16, -0.13, 0.08, 0.06, 0.08, 0.06, -0.17, -0.14, 0.07, 0.07, 0.07, 0.03], "lumo_energy_ha": -0.0357, "gap_ev": 8.312, "homo_energy_ha": -0.3411}

=====

No. 4
{"formula": "C4H5N3", "method": "the ωB97M-V functional and the def2-TZVPD basis", "symbols": ["N", "C", "C", "C", "N", "C", "N", "H", "H", "H", "H", "H"], "xyz": [[2.311, -1.118, 1.212], [1.713, -0.569, 0.382], [0.847, 0.043, -0.571], [-1.042, -1.144, -0.336], [-1.697, -0.181, 0.322], [-1.147, 0.973, 0.394], [0.129, 1.182, -0.081], [1.302, 0.195, -1.558], [-0.479, -0.915, -1.246], [-0.935, -2.082, 0.216], [-1.653, 1.802, 0.878], [0.672, 1.864, 0.429]], "nbo_charge": [-0.35, 0.22, -0.31, -0.08, -0.47, 0.29, -0.59, 0.23, 0.25, 0.21, 0.20, 0.39], "lumo_energy_ha": [-0.0061, -0.0061], "gap_ev": [8.167, 8.166], "homo_energy_ha": [-0.3063, -0.3062]}

=====

Number 1: electronic energy -4113.53790 hartree. Number 2: electronic energy -2369.42498 hartree. Number 3: electronic energy -3074.36680 hartree. Number 4: electronic energy -319.55946 hartree.